No. 1
89
Properties=species:S:1:pos:R:3 method="wB97M-V/def2-TZVPD" e_above_lowest_kcal_mol=806.1 total_charge=-1 s2=6.1209 largest_force_ev_per_a=16.6 multiplicity=5 e_homo_ev="-1.7 / -1.5" e_tot_ha=-4547.5815
Ru -0.005 0.072 0.062
O -5.500 2.569 1.534
C -4.285 1.959 1.433
C -3.665 1.342 2.501
C -2.427 0.746 2.284
N -1.814 0.743 1.114
C -2.441 1.359 0.077
Br -1.639 1.456 -1.840
C -3.663 1.971 0.184
H -5.816 2.489 2.440
H -4.117 1.311 3.484
H -1.891 0.242 3.080
H -4.135 2.448 -0.662
C -0.142 -2.094 -3.190
C -1.336 -1.896 -1.820
C -2.735 -1.596 -2.353
C -1.378 -3.199 -0.865
C -1.942 -4.378 -1.327
C -2.015 -5.450 -0.426
C -1.569 -5.353 0.905
C -1.007 -4.231 1.495
C -0.623 -4.271 2.956
C -0.973 -3.031 3.785
C 0.848 -4.653 3.155
C -0.790 -3.061 0.659
N -0.266 -1.833 1.170
C 1.171 -1.642 1.027
C 1.802 -0.438 1.361
N 1.097 0.703 1.816
C 1.880 1.894 2.010
C 2.429 2.046 3.301
C 3.157 3.180 3.652
C 3.361 4.205 2.757
C 2.802 4.110 1.489
C 2.055 3.016 1.081
C 1.467 3.114 -0.340
C 2.280 2.244 -1.301
C -0.048 2.911 -0.413
C 2.189 0.987 4.358
C 3.487 0.503 5.013
C 1.211 1.496 5.418
H -0.121 -0.871 -4.010
H -0.462 -2.966 -3.913
H 1.172 -2.368 -2.664
H -0.979 -0.868 -1.150
H -3.056 -2.395 -3.036
H -2.753 -0.662 -2.902
H -3.470 -1.515 -1.543
H -2.310 -4.459 -2.341
H -2.447 -6.387 -0.758
H -1.693 -6.232 1.531
H -1.216 -5.082 3.397
H -0.275 -2.214 3.612
H -0.928 -3.282 4.851
H -1.981 -2.678 3.563
H 1.512 -3.866 2.789
H 1.087 -5.575 2.622
H 1.067 -4.810 4.216
H 1.807 -2.424 0.630
H 2.879 -0.415 1.197
H 3.560 3.266 4.655
H 3.931 5.082 3.042
H 2.947 4.930 0.792
H 1.609 4.138 -0.718
H 2.329 0.633 -1.446
H 3.340 2.411 -1.116
H 2.011 2.536 -2.319
H -0.454 1.848 -0.153
H -0.394 3.157 -1.425
H -0.516 3.613 0.288
H 1.732 0.114 3.899
H 3.967 1.286 5.607
H 4.200 0.167 4.259
H 3.282 -0.337 5.681
H 1.622 2.350 5.966
H 0.983 0.710 6.143
H 0.274 1.812 4.956
O 0.971 0.120 -3.701
C 0.847 -1.070 -3.218
C 1.129 -2.656 -4.274
C 0.850 -3.930 -3.039
C 0.474 -3.038 -1.569
O 0.265 -3.689 -0.425
N 0.467 -1.509 -1.684
H 2.164 -2.672 -4.672
H 0.455 -2.713 -5.124
H 1.761 -4.539 -2.922
H 0.010 -4.575 -3.300
O 1.609 0.982 -0.882

---

No. 2
86
Properties=species:S:1:pos:R:3 method="wB97M-V/def2-TZVPD" e_above_lowest_kcal_mol=6.8 total_charge=-2 largest_force_ev_per_a=0.3 multiplicity=1 e_homo_ev=-1.4 e_tot_ha=-4542.9408
Cs 3.148 1.490 -0.336
C -5.011 0.464 2.513
C -4.180 0.240 1.241
C -4.820 1.026 0.086
C -4.245 -1.247 0.886
C -2.743 0.712 1.453
C -1.649 -0.137 1.353
C -0.355 0.327 1.497
Se 1.117 -0.920 1.338
C 0.438 -1.980 -0.107
C -0.264 -3.134 0.196
C -0.851 -3.914 -0.794
C -0.683 -3.462 -2.104
C 0.024 -2.329 -2.473
C 0.641 -1.508 -1.453
O 1.305 -0.456 -1.697
C 0.069 -2.003 -3.978
C 0.623 -3.208 -4.757
C 0.933 -0.797 -4.365
C -1.359 -1.711 -4.470
C -1.657 -5.179 -0.510
C -1.019 -6.383 -1.219
C -3.097 -5.010 -1.016
C -1.720 -5.491 0.986
C -0.046 1.703 1.699
O 1.159 2.139 1.673
C -1.192 2.563 1.893
C -2.471 2.053 1.751
C -0.940 4.040 2.191
C -0.083 4.166 3.460
C -2.237 4.819 2.426
C -0.207 4.690 1.007
H -6.049 0.144 2.363
H -5.018 1.517 2.799
H -4.589 -0.104 3.345
H -5.855 0.704 -0.079
H -4.255 0.869 -0.835
H -4.824 2.097 0.295
H -5.285 -1.542 0.717
H -3.844 -1.866 1.691
H -3.675 -1.467 -0.020
H -1.787 -1.189 1.141
H -0.355 -3.397 1.243
H -1.146 -4.044 -2.898
H 1.639 -3.433 -4.425
H 0.653 -2.985 -5.829
H 0.019 -4.106 -4.617
H 1.968 -0.929 -4.054
H 0.580 0.119 -3.899
H 0.899 -0.688 -5.456
H -2.024 -2.560 -4.301
H -1.358 -1.483 -5.541
H -1.770 -0.853 -3.934
H -0.967 -6.222 -2.297
H -1.597 -7.297 -1.037
H 0.000 -6.538 -0.858
H -3.116 -4.803 -2.087
H -3.581 -4.173 -0.507
H -3.685 -5.917 -0.833
H -0.723 -5.642 1.403
H -2.301 -6.405 1.149
H -2.199 -4.681 1.540
H -3.312 2.729 1.866
H -0.594 3.688 4.301
H 0.072 5.220 3.712
H 0.876 3.673 3.311
H -2.827 4.383 3.237
H -2.860 4.848 1.528
H -1.996 5.851 2.696
H 0.721 4.154 0.822
H 0.023 5.740 1.223
H -0.828 4.649 0.109
Cl 9.993 5.621 2.293
C 8.786 4.432 1.820
C 8.587 3.296 2.628
C 7.658 2.361 2.282
C 6.824 2.471 1.096
O 5.977 1.597 0.826
C 7.071 3.661 0.299
C 6.358 3.960 -0.922
O 5.473 3.322 -1.468
C 8.043 4.601 0.688
H 9.179 3.178 3.528
H 7.494 1.488 2.903
H 6.700 4.910 -1.397
H 8.196 5.479 0.068

---

No. 3
82
Properties=species:S:1:pos:R:3 method="wB97M-V/def2-TZVPD" e_above_lowest_kcal_mol=0.0 total_charge=+1 largest_force_ev_per_a=0.6 multiplicity=1 e_homo_ev=-10.4 e_tot_ha=-2117.5953
Pt 0.488 -0.066 -0.025
C -1.142 1.325 -0.088
C -0.537 1.208 -1.391
C 0.719 2.103 -1.391
C 0.872 2.498 -0.092
C -0.199 1.933 0.754
C -0.330 2.199 2.234
C -0.458 3.720 2.411
C -1.564 1.506 2.806
C 0.924 1.703 2.964
C 1.738 2.432 -2.473
C 2.550 1.188 -2.869
C 1.090 3.078 -3.705
C 2.744 3.454 -1.921
C -1.358 0.616 -2.531
C -0.540 -0.146 -3.572
C -2.403 -0.364 -1.968
C -2.128 1.777 -3.187
H -2.130 0.995 0.181
H 1.692 3.067 0.311
H -1.312 4.114 1.858
H 0.439 4.240 2.073
H -0.603 3.956 3.466
H -2.485 1.896 2.370
H -1.613 1.672 3.883
H -1.527 0.428 2.632
H 1.820 2.224 2.625
H 1.071 0.631 2.806
H 0.819 1.879 4.035
H 1.958 0.420 -3.356
H 3.015 0.745 -1.986
H 3.344 1.485 -3.555
H 0.449 2.400 -4.259
H 1.873 3.411 -4.387
H 0.501 3.952 -3.423
H 3.329 3.046 -1.097
H 2.254 4.370 -1.588
H 3.443 3.720 -2.714
H 0.031 -0.952 -3.104
H 0.147 0.484 -4.125
H -1.223 -0.591 -4.297
H -1.953 -1.096 -1.296
H -2.865 -0.901 -2.796
H -3.203 0.152 -1.437
H -1.472 2.509 -3.650
H -2.746 2.292 -2.451
H -2.788 1.377 -3.959
S 1.974 -1.712 -0.349
Sb 0.689 -3.306 0.748
C -1.047 -3.660 -0.375
C -2.290 -3.964 0.165
C -3.348 -4.269 -0.678
C -3.163 -4.285 -2.052
C -1.921 -3.986 -2.592
C -0.862 -3.669 -1.756
C 0.449 -2.744 2.753
C 1.616 -2.328 3.391
C 1.582 -1.980 4.733
C 0.387 -2.045 5.434
C -0.776 -2.451 4.798
C -0.749 -2.802 3.456
C 1.819 -5.068 0.781
C 2.355 -5.552 -0.408
C 3.133 -6.698 -0.393
C 3.380 -7.353 0.806
C 2.848 -6.867 1.991
C 2.067 -5.721 1.982
H -2.451 -3.974 1.234
H -4.318 -4.503 -0.260
H -3.990 -4.532 -2.705
H -1.777 -3.994 -3.665
H 0.099 -3.408 -2.184
H 2.552 -2.263 2.846
H 2.488 -1.657 5.228
H 0.362 -1.776 6.482
H -1.707 -2.495 5.346
H -1.668 -3.104 2.972
H 2.178 -5.040 -1.348
H 3.550 -7.079 -1.315
H 3.992 -8.244 0.815
H 3.043 -7.379 2.923
H 1.653 -5.349 2.913

---

No. 4
96
Properties=species:S:1:pos:R:3 method="wB97M-V/def2-TZVPD" total_charge=0 smiles="N#C[C@@H](Cl)[C@H](C#N)CCC(=O)Nc1ccccc1.CC#N.CC#N.CC#N.CC#N.CC#N.CC#N.CC#N.CC#N.CC#N.CC#N.CC#N" largest_force_ev_per_a=12.5 multiplicity=1 e_homo_ev=-8.4 e_tot_ha=-2661.7986
N -4.278 5.114 2.123
C -4.314 3.904 2.617
C -4.661 2.479 3.397
Cl -6.461 2.262 3.796
C -4.174 1.175 2.471
C -5.107 1.125 1.088
N -5.450 1.090 -0.182
C -4.226 -0.248 3.312
C -2.793 -0.675 3.997
C -2.199 0.405 5.079
O -2.969 0.855 6.108
N -0.763 0.956 5.076
C -0.204 1.045 3.673
C -0.491 2.405 2.803
C 0.072 2.483 1.265
C 0.924 1.179 0.695
C 1.226 -0.189 1.556
C 0.658 -0.262 3.096
H -4.066 2.505 4.407
H -3.033 1.376 2.242
H -5.087 -0.283 4.110
H -4.462 -1.092 2.502
H -2.068 -0.957 3.123
H -2.986 -1.688 4.598
H -0.157 0.353 5.682
H -1.123 3.263 3.307
H -0.159 3.453 0.652
H 1.368 1.227 -0.401
H 1.817 -1.127 1.159
H 0.800 -1.151 3.844
C -1.592 0.074 9.550
C -0.653 -0.166 8.378
N 0.125 -0.365 7.407
H -1.021 0.395 10.425
H -2.318 0.850 9.293
H -2.128 -0.848 9.793
C -6.504 -0.435 -2.920
C -6.955 -1.168 -4.174
N -7.330 -1.775 -5.213
H -5.876 0.418 -3.193
H -7.374 -0.074 -2.366
H -5.929 -1.111 -2.281
C 0.942 -2.021 -1.934
C 1.760 -0.782 -2.260
N 2.439 0.246 -2.531
H 0.026 -1.735 -1.409
H 0.676 -2.545 -2.855
H 1.522 -2.693 -1.296
C 0.459 -4.718 4.637
C -0.263 -4.085 3.459
N -0.862 -3.560 2.482
H 0.831 -5.708 4.358
H 1.304 -4.092 4.937
H -0.226 -4.821 5.483
C 4.901 -1.957 -0.217
C 3.700 -2.819 0.136
N 2.703 -3.534 0.429
H 4.729 -0.927 0.106
H 5.795 -2.342 0.281
H 5.063 -1.969 -1.299
C -4.214 -1.923 -7.296
C -3.239 -1.554 -6.189
N -2.431 -1.248 -5.270
H -4.414 -1.049 -7.922
H -3.789 -2.717 -7.916
H -5.154 -2.274 -6.863
C 1.565 2.187 -5.212
C 2.383 3.426 -5.538
N 3.062 4.453 -5.809
H 0.649 2.473 -4.687
H 1.299 1.662 -6.133
H 2.145 1.514 -4.574
C 5.462 3.236 -2.837
C 5.868 2.074 -1.946
N 6.204 1.109 -1.206
H 6.346 3.659 -3.324
H 4.764 2.892 -3.605
H 4.979 4.014 -2.239
C 0.174 -4.433 8.992
C 1.112 -4.672 7.820
N 1.891 -4.871 6.849
H 0.744 -4.112 9.867
H -0.552 -3.656 8.735
H -0.362 -5.355 9.235
C 6.048 2.874 -7.416
C 6.983 3.217 -6.268
N 7.758 3.501 -5.315
H 6.430 3.300 -8.348
H 5.973 1.788 -7.525
H 5.052 3.281 -7.221
C 2.140 2.154 -9.518
C 2.545 0.991 -8.627
N 2.881 0.027 -7.887
H 3.023 2.576 -10.005
H 1.441 1.809 -10.286
H 1.657 2.932 -8.920

---

No. 5
95
Properties=species:S:1:pos:R:3 method="wB97M-V/def2-TZVPD" e_above_lowest_kcal_mol=0.0 total_charge=+1 s2=6.0147 largest_force_ev_per_a=4.0 multiplicity=5 e_homo_ev="-9.0 / -10.3" e_tot_ha=-9599.1085
Ir 0.049 0.186 -0.312
I 1.624 0.837 1.765
C 3.625 0.244 1.727
C 4.303 0.046 2.933
C 5.676 -0.180 2.986
C 6.407 -0.239 1.811
C 5.769 -0.087 0.557
C 6.591 -0.084 -0.604
C 6.018 0.193 -1.809
C 4.619 0.371 -1.917
C 3.765 0.244 -0.824
P 2.047 0.056 -1.409
C 2.183 -1.595 -2.154
C 2.242 -1.705 -3.537
C 2.259 -2.968 -4.100
C 2.402 -4.081 -3.305
C 2.501 -3.977 -1.934
C 2.333 -2.722 -1.352
C 1.962 1.417 -2.618
C 2.573 2.631 -2.315
C 2.440 3.729 -3.168
C 1.679 3.637 -4.307
C 1.029 2.444 -4.613
C 1.176 1.349 -3.760
C 4.322 0.123 0.489
H 3.753 0.095 3.870
H 6.181 -0.322 3.952
H 7.486 -0.378 1.825
H 7.655 -0.356 -0.517
H 6.615 0.223 -2.729
H 4.213 0.549 -2.921
H 2.298 -0.821 -4.183
H 2.175 -3.083 -5.184
H 2.500 -5.054 -3.789
H 2.674 -4.863 -1.338
H 2.299 -2.588 -0.261
H 3.190 2.734 -1.409
H 2.972 4.663 -2.979
H 1.643 4.493 -4.966
H 0.458 2.372 -5.544
H 0.689 0.425 -4.024
C -2.318 2.207 4.949
C -1.578 3.412 4.380
C -1.685 3.203 2.834
O -1.861 1.742 2.637
C -1.887 1.126 3.962
H -3.407 2.367 4.941
H -2.024 1.969 5.967
H -0.523 3.382 4.700
H -1.997 4.374 4.633
H -0.781 3.512 2.281
H -2.581 3.690 2.418
H -0.886 0.815 4.256
H -2.554 0.244 3.911
C -4.822 -2.168 3.115
Ge -3.924 -2.417 1.365
C -5.355 -3.400 0.434
C -3.913 -0.476 1.076
C -2.586 -3.683 2.067
Se -0.969 -2.815 2.944
C -1.209 -3.406 4.781
H -5.776 -1.687 2.916
H -4.216 -1.574 3.792
H -5.049 -3.152 3.554
H -6.207 -2.720 0.255
H -5.707 -4.184 1.085
H -5.010 -3.822 -0.523
H -4.786 -0.055 1.530
H -3.920 -0.246 -0.002
H -3.053 0.040 1.545
H -2.066 -4.227 1.284
H -3.080 -4.338 2.793
H -2.161 -3.097 5.177
H -0.409 -2.972 5.378
H -1.121 -4.490 4.732
C -3.273 2.840 -3.639
N -2.234 2.759 -2.582
C -1.665 3.856 -1.788
C -0.682 3.051 -0.856
O 0.127 3.517 -0.069
N -0.840 1.662 -1.159
C -1.853 1.563 -2.046
N -2.353 0.399 -2.399
H -3.437 3.872 -3.988
H -4.225 2.458 -3.214
H -2.980 2.196 -4.496
H -2.443 4.385 -1.167
H -1.133 4.631 -2.384
H -1.784 -0.436 -2.217
H -3.114 0.377 -3.074
O -0.653 -1.563 -2.130
Se -1.082 -2.514 -0.866
O -2.695 -2.414 -0.432
O -0.094 -1.714 0.464
O -0.559 -4.032 -1.157

---

Copy entry 2 word for word.
86
Properties=species:S:1:pos:R:3 method="wB97M-V/def2-TZVPD" e_above_lowest_kcal_mol=6.8 total_charge=-2 largest_force_ev_per_a=0.3 multiplicity=1 e_homo_ev=-1.4 e_tot_ha=-4542.9408
Cs 3.148 1.490 -0.336
C -5.011 0.464 2.513
C -4.180 0.240 1.241
C -4.820 1.026 0.086
C -4.245 -1.247 0.886
C -2.743 0.712 1.453
C -1.649 -0.137 1.353
C -0.355 0.327 1.497
Se 1.117 -0.920 1.338
C 0.438 -1.980 -0.107
C -0.264 -3.134 0.196
C -0.851 -3.914 -0.794
C -0.683 -3.462 -2.104
C 0.024 -2.329 -2.473
C 0.641 -1.508 -1.453
O 1.305 -0.456 -1.697
C 0.069 -2.003 -3.978
C 0.623 -3.208 -4.757
C 0.933 -0.797 -4.365
C -1.359 -1.711 -4.470
C -1.657 -5.179 -0.510
C -1.019 -6.383 -1.219
C -3.097 -5.010 -1.016
C -1.720 -5.491 0.986
C -0.046 1.703 1.699
O 1.159 2.139 1.673
C -1.192 2.563 1.893
C -2.471 2.053 1.751
C -0.940 4.040 2.191
C -0.083 4.166 3.460
C -2.237 4.819 2.426
C -0.207 4.690 1.007
H -6.049 0.144 2.363
H -5.018 1.517 2.799
H -4.589 -0.104 3.345
H -5.855 0.704 -0.079
H -4.255 0.869 -0.835
H -4.824 2.097 0.295
H -5.285 -1.542 0.717
H -3.844 -1.866 1.691
H -3.675 -1.467 -0.020
H -1.787 -1.189 1.141
H -0.355 -3.397 1.243
H -1.146 -4.044 -2.898
H 1.639 -3.433 -4.425
H 0.653 -2.985 -5.829
H 0.019 -4.106 -4.617
H 1.968 -0.929 -4.054
H 0.580 0.119 -3.899
H 0.899 -0.688 -5.456
H -2.024 -2.560 -4.301
H -1.358 -1.483 -5.541
H -1.770 -0.853 -3.934
H -0.967 -6.222 -2.297
H -1.597 -7.297 -1.037
H 0.000 -6.538 -0.858
H -3.116 -4.803 -2.087
H -3.581 -4.173 -0.507
H -3.685 -5.917 -0.833
H -0.723 -5.642 1.403
H -2.301 -6.405 1.149
H -2.199 -4.681 1.540
H -3.312 2.729 1.866
H -0.594 3.688 4.301
H 0.072 5.220 3.712
H 0.876 3.673 3.311
H -2.827 4.383 3.237
H -2.860 4.848 1.528
H -1.996 5.851 2.696
H 0.721 4.154 0.822
H 0.023 5.740 1.223
H -0.828 4.649 0.109
Cl 9.993 5.621 2.293
C 8.786 4.432 1.820
C 8.587 3.296 2.628
C 7.658 2.361 2.282
C 6.824 2.471 1.096
O 5.977 1.597 0.826
C 7.071 3.661 0.299
C 6.358 3.960 -0.922
O 5.473 3.322 -1.468
C 8.043 4.601 0.688
H 9.179 3.178 3.528
H 7.494 1.488 2.903
H 6.700 4.910 -1.397
H 8.196 5.479 0.068